Entry 1:
Density functional theory data (the ωB97M-V functional and the def2-TZVPD basis) for a structure of composition C4H6ORu at a distorted geometry.

Values from the calculation:
Calculated total energy ... -8860.9094 eV
LUMO (spin up / spin down) ... -0.1403 / -0.2779 Ha
Gap between HOMO and LUMO (spin up / spin down) ... 10.041 / 6.223 eV

Structure (ORCA input):
```
! wB97M-V def2-TZVPD RIJCOSX def2/J DEFGRID3
* xyz 1 6
O 0.905 0.015 -2.080
C -0.743 -0.673 1.135
C 0.155 -0.414 2.109
H -1.766 -0.820 1.519
H 1.234 -0.393 1.908
H -0.129 -0.262 3.160
Ru -0.313 -0.529 -0.847
C 1.867 0.934 -2.153
C 1.763 2.226 -1.783
H 2.764 0.610 -2.705
H 0.896 2.586 -1.221
H 2.529 2.939 -2.088
*
```

Entry 2:
Density functional theory data (the ωB97M-V functional and the def2-TZVPD basis) for a cluster of 2 separate species, CH5N2 in total at a distorted geometry.

Values from the calculation:
Calculated total energy ... -4085.4594 eV
LUMO (spin up / spin down) ... -0.2586 / -0.2172 Ha
Relative energy (zero: lowest compared OMol25 entry of this formula, charge and spin) ... 629.9 kJ/mol
Gap between HOMO and LUMO (spin up / spin down) ... 8.497 / 9.188 eV

Structure (ORCA input):
```
! wB97M-V def2-TZVPD RIJCOSX def2/J DEFGRID3
* xyz 1 1
C 0.695 -0.010 -0.528
N 1.607 0.108 0.284
N -2.144 0.282 0.340
H 0.498 -0.215 -1.511
H 2.599 0.027 0.051
H 1.218 0.198 1.311
H -2.178 -0.655 0.751
H -2.296 0.264 -0.698
*
```

Entry 3:
Density functional theory data (the ωB97M-V functional and the def2-TZVPD basis) for an isolated molecule of C28H42BrN3O4 at a distorted geometry.

Values from the calculation:
Calculated total energy ... -112421.5896 eV
LUMO ... 0.0169 Ha
Relative energy (zero: lowest compared OMol25 entry of this formula, charge and spin) ... 18.6 kJ/mol
Gap between HOMO and LUMO ... 9.094 eV
SMILES string ... CCCCCCCNC(=O)C1(C[C@H]2CC(c3cccc(Br)c3)=NO2)CCN(C(=O)OC(C)(C)C)CC1

Structure (ORCA input):
```
! wB97M-V def2-TZVPD RIJCOSX def2/J DEFGRID3
* xyz 0 1
C -5.086 -2.130 -2.976
C -5.565 -3.367 -2.225
C -4.590 -4.543 -2.305
C -3.188 -4.252 -1.765
C -3.194 -3.837 -0.296
C -1.796 -3.710 0.308
C -0.960 -2.641 -0.388
N 0.205 -2.290 0.401
C 0.663 -1.031 0.469
O 0.145 -0.119 -0.152
C 1.909 -0.812 1.351
C 1.554 -0.823 2.862
C 0.136 -0.453 3.319
C -0.569 0.735 2.650
C -1.777 0.042 2.064
C -2.777 0.666 1.223
C -3.898 -0.062 0.817
C -4.836 0.504 -0.022
C -4.682 1.808 -0.468
C -3.575 2.527 -0.051
Br -3.360 4.327 -0.641
C -2.622 1.979 0.786
N -1.819 -1.200 2.350
O -0.745 -1.578 3.090
C 2.563 0.529 0.961
C 3.100 0.503 -0.472
N 4.025 -0.591 -0.650
C 5.370 -0.457 -0.761
O 6.127 -1.404 -0.771
O 5.727 0.834 -0.887
C 7.113 1.191 -1.101
C 7.965 0.758 0.092
C 7.085 2.716 -1.213
C 7.630 0.570 -2.398
C 3.461 -1.883 -0.344
C 2.965 -1.907 1.102
H -4.214 -1.691 -2.498
H -4.827 -2.385 -4.002
H -5.871 -1.377 -3.002
H -6.519 -3.691 -2.649
H -5.747 -3.111 -1.179
H -5.015 -5.383 -1.751
H -4.499 -4.851 -3.350
H -2.583 -5.155 -1.879
H -2.727 -3.469 -2.367
H -3.755 -4.577 0.279
H -3.700 -2.878 -0.193
H -1.898 -3.434 1.358
H -1.279 -4.672 0.251
H -1.542 -1.726 -0.526
H -0.627 -2.990 -1.373
H 0.570 -3.003 1.009
H 2.248 -0.156 3.379
H 1.721 -1.830 3.253
H 0.176 -0.324 4.409
H -0.867 1.498 3.370
H 0.025 1.197 1.866
H -4.009 -1.072 1.179
H -5.696 -0.066 -0.339
H -5.409 2.258 -1.126
H -1.765 2.563 1.080
H 1.848 1.346 1.036
H 3.390 0.730 1.646
H 3.608 1.439 -0.699
H 2.266 0.373 -1.169
H 7.966 -0.325 0.176
H 7.565 1.184 1.011
H 8.985 1.105 -0.042
H 8.090 3.095 -1.377
H 6.452 3.018 -2.044
H 6.686 3.151 -0.300
H 7.638 -0.513 -2.317
H 6.989 0.856 -3.230
H 8.640 0.919 -2.594
H 4.241 -2.632 -0.495
H 2.633 -2.078 -1.034
H 2.581 -2.900 1.339
H 3.816 -1.718 1.762
*
```

Entry 4:
Density functional theory data (the ωB97M-V functional and the def2-TZVPD basis) for a cluster of 11 separate species, C32H93N15O11 in total at a distorted geometry.

Values from the calculation:
Calculated total energy ... -79564.1570 eV
LUMO ... 0.0086 Ha
Relative energy (zero: lowest compared OMol25 entry of this formula, charge and spin) ... 406.8 kJ/mol
Gap between HOMO and LUMO ... 8.678 eV
SMILES string ... COC[C@H](C)N.COC[C@H](C)N.COC[C@H](C)N.COC[C@H](C)N.COC[C@H](C)N.COC[C@H](C)N.COC[C@H](C)N.NC(N)=O.NC(N)=O.NC(N)=O.NC(N)=O

Structure (ORCA input):
```
! wB97M-V def2-TZVPD RIJCOSX def2/J DEFGRID3
* xyz 0 1
C 1.147 4.116 2.675
O 0.089 3.982 1.769
C -0.193 4.787 0.654
C 1.159 4.826 -0.253
C 0.946 5.495 -1.698
N 1.479 3.464 -0.592
H 2.051 4.328 2.103
H 1.342 3.260 3.321
H 1.057 4.993 3.315
H -0.998 4.403 0.028
H -0.407 5.802 0.991
H 1.953 5.240 0.368
H 1.907 5.484 -2.211
H 0.597 6.505 -1.485
H 0.223 5.092 -2.408
H 1.571 3.121 0.353
H 2.405 3.610 -0.968
C -0.126 -3.869 -1.696
O 0.953 -4.173 -2.520
C 1.356 -5.486 -2.529
C 2.633 -5.626 -3.396
C 2.363 -5.273 -4.831
N 3.087 -7.009 -3.435
H -0.497 -2.849 -1.792
H 0.026 -3.965 -0.621
H -0.972 -4.498 -1.970
H 1.479 -5.911 -1.533
H 0.607 -6.122 -3.002
H 3.451 -5.026 -2.998
H 2.126 -4.210 -4.795
H 1.592 -5.813 -5.381
H 3.234 -5.349 -5.481
H 3.674 -7.191 -4.236
H 3.585 -7.209 -2.580
C 1.627 -4.572 1.217
O 2.636 -5.126 2.014
C 3.102 -6.357 1.364
C 4.351 -6.845 2.119
C 5.561 -6.083 1.563
N 4.600 -8.312 1.994
H 1.383 -3.592 1.626
H 0.679 -5.108 1.265
H 2.047 -4.408 0.224
H 2.293 -7.087 1.389
H 3.343 -6.248 0.307
H 4.351 -6.573 3.174
H 5.621 -5.022 1.808
H 5.706 -6.233 0.493
H 6.472 -6.490 2.001
H 3.909 -8.721 2.606
H 5.478 -8.488 2.461
C -4.071 -0.678 -2.583
O -4.300 -1.276 -1.336
C -3.295 -0.932 -0.329
C -3.719 -1.827 0.937
C -5.046 -1.431 1.536
N -2.742 -1.672 1.972
H -4.386 0.364 -2.520
H -4.660 -1.201 -3.336
H -3.010 -0.652 -2.832
H -2.309 -1.173 -0.726
H -3.304 0.149 -0.189
H -3.845 -2.890 0.728
H -5.412 -2.174 2.244
H -5.766 -1.543 0.725
H -4.988 -0.413 1.921
H -2.743 -0.711 2.283
H -1.832 -1.835 1.564
C -3.040 2.181 1.900
O -4.137 2.969 2.267
C -4.186 3.167 3.717
C -5.420 4.013 4.141
C -5.482 5.411 3.477
N -5.364 4.154 5.577
H -2.134 2.517 2.403
H -2.948 2.125 0.815
H -3.228 1.191 2.316
H -4.077 2.256 4.306
H -3.320 3.800 3.911
H -6.285 3.378 3.948
H -5.679 5.174 2.431
H -4.591 6.035 3.544
H -6.356 5.959 3.830
H -4.456 4.578 5.702
H -5.224 3.224 5.945
C 2.667 2.996 6.615
O 1.973 2.096 5.689
C 0.686 1.708 6.247
C -0.318 1.270 5.086
C -1.634 0.647 5.680
N 0.239 0.259 4.168
H 2.918 2.454 7.527
H 2.019 3.813 6.932
H 3.504 3.445 6.081
H 0.994 0.935 6.951
H 0.231 2.540 6.783
H -0.617 2.014 4.347
H -1.586 -0.305 6.209
H -2.306 0.481 4.839
H -2.115 1.447 6.243
H 0.143 -0.713 4.425
H 1.241 0.353 4.260
C -2.564 2.982 -1.848
O -3.082 3.122 -3.164
C -2.451 2.423 -4.249
C -1.320 3.123 -5.019
C -1.695 4.540 -5.501
N -0.784 2.395 -6.138
H -2.748 1.965 -1.501
H -3.142 3.777 -1.377
H -1.515 3.263 -1.754
H -2.036 1.493 -3.859
H -3.302 2.175 -4.883
H -0.481 3.202 -4.328
H -2.201 5.060 -4.688
H -2.444 4.561 -6.293
H -0.825 5.133 -5.783
H 0.045 2.917 -6.382
H -0.425 1.509 -5.813
N 2.756 1.686 -4.951
C 2.706 2.481 -3.951
N 1.552 2.507 -3.357
O 3.588 3.195 -3.537
H 3.686 1.529 -5.312
H 1.978 1.042 -4.976
H 1.360 2.988 -2.490
H 0.925 1.765 -3.633
N -0.277 -2.277 -4.627
C 0.399 -1.205 -4.330
N 1.354 -1.427 -3.526
O 0.225 -0.083 -4.839
H -1.034 -2.331 -5.294
H -0.190 -3.141 -4.112
H 2.063 -0.719 -3.397
H 1.417 -2.365 -3.158
N 0.022 0.929 1.263
C 0.161 0.019 0.321
N 0.360 0.406 -0.902
O 0.085 -1.171 0.585
H 0.005 0.620 2.224
H -0.073 1.914 1.058
H 0.517 -0.255 -1.649
H 0.389 1.382 -1.160
N 3.069 -1.649 0.224
C 3.840 -1.531 -0.844
N 5.121 -1.564 -0.571
O 3.518 -1.388 -1.990
H 3.510 -1.895 1.099
H 2.060 -1.659 0.197
H 5.782 -1.462 -1.328
H 5.351 -1.328 0.383
*
```

Entry 5:
Density functional theory data (the ωB97M-V functional and the def2-TZVPD basis) for an isolated molecule of C6H10ClN at a distorted geometry.

Values from the calculation:
Calculated total energy ... -20394.9050 eV
LUMO ... 0.0343 Ha
Relative energy (zero: lowest compared OMol25 entry of this formula, charge and spin) ... 151.0 kJ/mol
Gap between HOMO and LUMO ... 10.095 eV
SMILES string ... C=C(Cl)/C=C\CCN

Structure (ORCA input):
```
! wB97M-V def2-TZVPD RIJCOSX def2/J DEFGRID3
* xyz 0 1
C -2.034 1.561 0.342
C -2.260 0.240 0.297
Cl -3.648 -0.514 -0.434
C -1.360 -0.746 0.982
C -0.166 -1.108 0.575
C 0.429 -0.778 -0.780
C 1.564 0.249 -0.636
N 2.694 -0.067 0.295
H -1.047 1.957 0.518
H -2.780 2.290 0.007
H -1.852 -1.265 1.908
H 0.576 -1.564 1.227
H -0.401 -0.317 -1.373
H 0.753 -1.695 -1.257
H 1.916 0.539 -1.653
H 1.083 1.138 -0.205
H 3.368 -0.755 -0.097
H 3.167 0.837 0.284
*
```

Entry 6:
Density functional theory data (the ωB97M-V functional and the def2-TZVPD basis) for a cluster of 2 separate species, C9H10O5 in total at a distorted geometry.

Values from the calculation:
Calculated total energy ... -19727.0086 eV
LUMO ... 0.0116 Ha
Relative energy (zero: lowest compared OMol25 entry of this formula, charge and spin) ... 584.8 kJ/mol
Gap between HOMO and LUMO ... 8.236 eV
SMILES string ... CO/C(O)=C1\CO1.O=Cc1ccco1

Structure (ORCA input):
```
! wB97M-V def2-TZVPD RIJCOSX def2/J DEFGRID3
* xyz 0 1
C 3.181 1.287 -0.289
O 2.632 0.007 -0.748
C 1.671 -0.601 -0.029
O 1.621 -0.247 1.255
C 0.580 -1.236 -0.534
C 0.043 -2.443 -1.140
O -0.379 -2.000 0.167
H 2.264 1.988 0.079
H 3.885 1.631 -1.032
H 3.756 1.142 0.612
H 1.919 0.654 1.347
H -0.702 -2.259 -1.982
H 0.661 -3.373 -1.313
O 0.350 1.668 0.612
C -0.428 1.262 -0.234
C -1.741 0.899 0.039
C -2.300 0.911 1.276
C -3.593 0.277 1.100
C -3.628 -0.128 -0.193
O -2.488 0.260 -0.829
H -0.088 1.083 -1.255
H -1.816 1.400 2.095
H -4.300 0.115 1.830
H -4.381 -0.558 -0.864
*
```